The following is a quantum chemistry calculation of a structure of composition H4N2O5PS2, from the Open Molecules 2025 dataset.

```
14
Properties=species:S:1:pos:R:3:forces:R:3:mulliken_charge:R:1
N 2.1199 0.7944 1.4998 0.12 -0.26 0.00 -0.74
P 1.9406 0.1791 0.0833 -0.10 0.16 0.02 0.36
S 0.2591 -1.1491 -0.3611 0.17 -0.02 0.02 0.98
O 0.8455 -2.2108 -1.1464 -0.01 0.04 0.06 -0.69
O -0.2668 -1.4803 0.9514 -0.06 -0.03 -0.03 -0.63
N -0.7305 -0.3352 -1.2779 -0.08 -0.10 -0.09 -0.46
S -1.7181 0.7122 -0.6054 0.00 -0.10 0.15 1.18
O -1.0409 1.5601 0.3466 0.02 0.04 -0.03 -0.62
O -2.5105 1.3116 -1.6291 -0.04 -0.01 -0.03 -0.66
O -2.7519 -0.1697 0.2605 -0.07 0.32 -0.01 -0.50
H 1.3362 0.6202 2.1175 -0.01 0.14 -0.02 0.30
H 3.0080 -0.6283 -0.3644 0.00 0.01 0.05 0.05
H 1.8513 1.0721 -1.0071 -0.05 0.00 0.00 0.06
H -2.3422 -0.2763 1.1322 0.11 -0.22 -0.08 0.36
```
Forces are in eV/Å.

Output
- Kohn-Sham gap: 9.5 eV
- Highest occupied orbital energy: -5.82 eV
- Net charge: -1
- Spin multiplicity: 1


The following is a quantum chemistry calculation of an isolated molecule of H4N2Si at a distorted geometry, from the Open Molecules 2025 dataset.

```
7
Properties=species:S:1:pos:R:3:forces:R:3:mulliken_charge:R:1
N -1.3566 0.4670 -0.0197 2.36 0.16 0.20 -0.32
N 1.0939 0.6550 0.3142 -2.30 -0.66 0.17 -0.35
Si -0.0293 -0.6126 0.0052 0.32 -3.02 -0.31 0.32
H -1.3160 1.4019 0.3241 -0.68 0.94 0.72 0.26
H 1.4881 1.1830 -0.4247 0.45 0.91 -1.17 0.25
H 0.6223 -1.6206 1.0763 -1.28 0.86 -0.92 -0.08
H -0.5024 -1.4738 -1.2754 1.13 0.81 1.31 -0.08
```
Forces are in eV/Å.

Output
- Kohn-Sham gap (spin up / spin down): 7.0 / 6.8 eV
- Highest occupied orbital energy (spin up / spin down): -10.05 / -9.69 eV
- Spin multiplicity: 1
- Energy above the lowest of the compared OMol25 structures with the same formula, charge and spin: 422.4 kJ/mol


Which value of spin multiplicity does entry 2 give? 1


Which value of spin multiplicity does entry 2 give? 1